# 1
Computed, not measured: a 6-piece molecular cluster, C32H72Br2N4 overall at a distorted geometry, with ωB97M-V/def2-TZVPD.

Last column: Löwdin charge in e.
Element x y z (Å)
C  -35.23  -14.57  -25.43  -0.1021
C  -35.23  -14.82  -26.92  -0.2014
C  -36.41  -15.85  -27.30  -0.0969
N  -36.34  -16.50  -28.66  -0.2761
C  -36.50  -15.39  -29.68  0.0155
C  -35.14  -17.40  -28.80  -0.0697
C  -35.61  -18.75  -28.16  -0.1141
C  -37.15  -18.85  -28.36  -0.1139
C  -37.56  -17.40  -28.84  -0.0780
H  -36.04  -13.89  -25.16  0.0836
H  -34.43  -14.04  -24.90  0.0844
H  -35.43  -15.51  -24.94  0.0783
H  -34.28  -15.06  -27.39  0.1014
H  -35.59  -13.90  -27.39  0.0955
H  -37.38  -15.37  -27.13  0.1416
H  -36.55  -16.70  -26.63  0.1267
H  -37.52  -15.01  -29.57  0.1178
H  -36.27  -15.66  -30.71  0.1121
H  -35.76  -14.61  -29.50  0.0945
H  -35.02  -17.38  -29.88  0.1360
H  -34.23  -16.99  -28.38  0.1268
H  -35.06  -19.59  -28.59  0.1231
H  -35.35  -18.65  -27.10  0.1086
H  -37.40  -19.67  -29.04  0.1142
H  -37.76  -19.14  -27.50  0.1106
H  -37.80  -17.61  -29.89  0.1340
H  -38.48  -16.96  -28.44  0.1406
C  -37.71  -7.45  -26.42  -0.0819
C  -37.66  -6.85  -27.81  -0.2579
C  -38.58  -7.64  -28.72  -0.1341
N  -39.06  -6.92  -29.98  -0.2369
C  -37.88  -6.58  -30.83  0.0108
C  -39.88  -5.66  -29.63  -0.0541
C  -41.11  -5.73  -30.57  -0.1538
C  -41.44  -7.17  -30.75  -0.1704
C  -40.09  -7.83  -30.81  -0.0630
H  -37.29  -6.71  -25.74  0.0904
H  -37.07  -8.33  -26.43  0.0833
H  -38.69  -7.86  -26.15  0.0864
H  -36.64  -6.88  -28.19  0.1133
H  -37.94  -5.80  -27.70  0.1137
H  -39.44  -7.78  -28.07  0.1327
H  -38.04  -8.54  -29.01  0.1442
H  -37.30  -5.90  -30.20  0.0981
H  -38.18  -5.93  -31.65  0.1138
H  -37.38  -7.51  -31.09  0.1164
H  -39.24  -4.80  -29.81  0.1347
H  -40.26  -5.83  -28.62  0.1392
H  -40.95  -5.38  -31.59  0.1222
H  -41.93  -5.11  -30.20  0.1309
H  -42.00  -7.34  -31.67  0.1319
H  -41.99  -7.67  -29.95  0.1322
H  -39.75  -7.94  -31.84  0.1223
H  -39.97  -8.88  -30.52  0.1338
C  -45.66  -20.39  -32.75  -0.0895
C  -44.66  -19.22  -32.97  -0.1896
C  -45.17  -18.31  -34.18  -0.0700
N  -44.11  -17.32  -34.77  -0.2471
C  -43.95  -16.15  -33.83  0.0184
C  -44.52  -16.72  -36.13  -0.0835
C  -43.47  -17.32  -37.06  -0.1490
C  -42.13  -17.35  -36.23  -0.1130
C  -42.74  -18.02  -35.01  -0.1104
H  -45.22  -21.27  -32.28  0.0797
H  -46.07  -20.76  -33.69  0.0702
H  -46.60  -20.28  -32.22  0.0787
H  -43.68  -19.62  -33.23  0.0883
H  -44.37  -18.68  -32.07  0.1081
H  -46.00  -17.73  -33.77  0.1324
H  -45.47  -18.90  -35.04  0.1254
H  -43.69  -16.49  -32.82  0.1105
H  -44.92  -15.66  -33.78  0.1116
H  -43.21  -15.48  -34.27  0.1075
H  -44.53  -15.63  -36.10  0.1336
H  -45.48  -17.17  -36.35  0.1284
H  -43.20  -16.71  -37.92  0.1179
H  -43.77  -18.31  -37.42  0.1232
H  -41.79  -16.32  -36.14  0.1159
H  -41.34  -17.97  -36.66  0.1312
H  -42.07  -17.93  -34.16  0.1375
H  -42.95  -19.08  -35.15  0.1327
C  -33.90  -8.76  -37.53  -0.1088
C  -34.23  -10.19  -37.17  -0.2418
C  -33.67  -11.10  -38.24  -0.0965
N  -33.86  -12.66  -37.99  -0.2425
C  -33.23  -13.10  -36.66  0.0379
C  -35.37  -12.96  -37.99  -0.0735
C  -35.63  -13.79  -39.29  -0.1431
C  -34.44  -13.66  -40.23  -0.1369
C  -33.25  -13.48  -39.21  -0.0420
H  -34.35  -8.08  -36.82  0.0791
H  -34.36  -8.41  -38.46  0.0864
H  -32.85  -8.47  -37.46  0.0895
H  -35.31  -10.26  -37.04  0.1123
H  -33.78  -10.29  -36.18  0.1106
H  -32.61  -11.03  -38.47  0.1331
H  -34.18  -10.91  -39.19  0.1346
H  -33.52  -14.15  -36.65  0.1155
H  -33.65  -12.55  -35.82  0.0965
H  -32.19  -12.82  -36.82  0.1122
H  -35.66  -13.39  -37.03  0.1302
H  -35.99  -12.07  -38.04  0.1124
H  -35.80  -14.86  -39.18  0.1225
H  -36.59  -13.55  -39.74  0.1170
H  -34.18  -14.46  -40.92  0.1270
H  -34.55  -12.78  -40.86  0.1068
H  -33.12  -14.51  -38.86  0.1281
H  -32.25  -13.10  -39.42  0.1320
Br  -35.82  -19.29  -35.12  -0.9961
Br  -42.17  -13.32  -28.08  -0.9929

As for the total charge: +2. The calculation puts the calculated total energy at -6628.78097 Ha. Its energy above the lowest of the compared OMol25 structures with the same formula, charge and spin is 468.4 kJ/mol. Its highest occupied orbital energy is -8.660 eV. The value obtained for the LUMO energy is -3.80 eV.

=====

# 2
Computed, not measured: a 8-piece molecular cluster, C32H56N8 overall at a distorted geometry, with ωB97M-V/def2-TZVPD.

Last column: Löwdin charge in e.
Element x y z (Å)
C  -2.86  2.96  -4.97  -0.1085
C  -4.16  3.42  -4.33  -0.2543
C  -4.35  2.67  -3.03  -0.1893
C  -3.34  3.19  -2.16  -0.2405
N  -2.49  3.55  -1.42  0.1846
H  -2.84  3.18  -6.04  0.0720
H  -2.72  1.89  -4.84  0.0774
H  -2.03  3.56  -4.58  0.0763
H  -4.96  3.17  -5.02  0.1108
H  -4.07  4.50  -4.16  0.1198
H  -4.51  1.59  -2.99  0.1346
H  -5.15  3.17  -2.48  0.1232
C  -1.59  -4.38  -3.94  -0.0857
C  -2.51  -3.57  -3.08  -0.2823
C  -3.10  -4.30  -1.86  -0.1878
C  -3.73  -5.64  -2.15  -0.2228
N  -4.22  -6.65  -2.34  0.1316
H  -1.34  -3.67  -4.73  0.0823
H  -2.12  -5.24  -4.35  0.0801
H  -0.71  -4.71  -3.40  0.0609
H  -3.39  -3.13  -3.53  0.1075
H  -2.13  -2.65  -2.63  0.0895
H  -3.83  -3.70  -1.32  0.0992
H  -2.31  -4.54  -1.15  0.0892
C  8.44  0.62  1.41  -0.1017
C  7.15  -0.09  0.86  -0.2294
C  6.25  0.76  -0.07  -0.2011
C  6.70  0.84  -1.49  -0.2332
N  7.11  0.91  -2.56  0.1196
H  8.93  -0.13  2.03  0.0625
H  8.37  1.44  2.12  0.0633
H  9.04  1.00  0.58  0.0671
H  6.48  -0.15  1.72  0.0954
H  7.39  -1.07  0.45  0.1135
H  5.95  1.75  0.27  0.1169
H  5.31  0.23  -0.21  0.0675
C  0.16  6.03  0.10  -0.1118
C  -0.77  6.33  1.32  -0.2157
C  -0.54  7.77  1.92  -0.1712
C  0.72  8.48  1.72  -0.2637
N  1.68  9.06  1.72  0.1461
H  -0.05  5.11  -0.45  0.0390
H  1.12  5.93  0.61  0.0677
H  0.21  6.70  -0.76  0.0748
H  -0.66  5.52  2.04  0.0987
H  -1.78  6.24  0.91  0.0898
H  -0.52  7.65  3.00  0.1099
H  -1.38  8.45  1.76  0.1141
C  1.90  -3.77  -2.22  -0.1106
C  0.78  -3.71  -1.17  -0.2438
C  1.27  -3.18  0.23  -0.1694
C  2.71  -3.57  0.54  -0.2562
N  3.79  -3.80  0.73  0.1462
H  2.28  -2.76  -2.37  0.0835
H  1.76  -4.34  -3.14  0.0712
H  2.74  -4.30  -1.78  0.0547
H  0.32  -4.69  -1.07  0.1032
H  0.09  -3.00  -1.61  0.0771
H  0.61  -3.50  1.04  0.0644
H  1.34  -2.10  0.34  0.0687
C  1.31  -3.34  4.22  -0.0962
C  2.35  -2.27  4.58  -0.2269
C  2.09  -1.00  3.74  -0.1917
C  0.76  -0.45  3.98  -0.2263
N  -0.28  0.01  4.24  0.1617
H  0.23  -3.15  4.19  0.0720
H  1.42  -4.16  4.93  0.0726
H  1.64  -3.72  3.25  0.0534
H  3.36  -2.66  4.55  0.1170
H  2.22  -1.86  5.58  0.1042
H  2.21  -1.19  2.67  0.0801
H  2.79  -0.22  4.03  0.1252
C  -5.45  -1.50  1.38  -0.1325
C  -4.61  -1.79  2.51  -0.2809
C  -3.21  -1.10  2.47  -0.1538
C  -2.25  -1.79  1.60  -0.2099
N  -1.62  -2.51  0.95  0.1936
H  -5.77  -0.45  1.41  0.0866
H  -6.34  -2.13  1.39  0.0860
H  -4.95  -1.77  0.45  0.0729
H  -4.68  -2.85  2.72  0.1210
H  -5.06  -1.37  3.41  0.1127
H  -2.61  -1.15  3.38  0.0964
H  -3.31  -0.07  2.13  0.1215
C  -0.77  0.70  -1.41  -0.1150
C  -0.58  1.55  -0.19  -0.2546
C  0.26  0.87  0.95  -0.1663
C  1.70  0.54  0.72  -0.1966
N  2.82  0.27  0.53  0.1716
H  0.17  0.59  -1.95  0.0821
H  -1.64  1.00  -2.00  0.0479
H  -1.03  -0.35  -1.24  0.0485
H  -1.56  1.88  0.17  0.0821
H  0.00  2.42  -0.51  0.0936
H  -0.30  0.03  1.36  0.0690
H  0.29  1.60  1.76  0.1046

The calculation puts the calculated total energy at -1690.78720 Ha. Its energy above the lowest of the compared OMol25 structures with the same formula, charge and spin is 314.8 kJ/mol. Its highest occupied orbital energy is -10.893 eV. The value obtained for the LUMO energy is -0.12 eV. As for the SMILES: CCCC#N.CCCC#N.CCCC#N.CCCC#N.CCCC#N.CCCC#N.CCCC#N.CCCC#N.

=====

# 3
Computed, not measured: C43H51BF4IrN5O2P2SSb as an isolated structure at a distorted geometry, with ωB97M-V/def2-TZVPD.

Last column: Löwdin spin population.
Element x y z (Å)
Ir  -0.52  -0.71  0.44  0.7684
N  -2.24  1.68  0.09  0.0115
P  -1.90  0.77  1.47  -0.0001
C  -3.46  0.10  2.04  0.0006
C  -4.52  1.00  2.16  0.0000
C  -5.76  0.54  2.57  0.0000
C  -5.93  -0.81  2.87  0.0002
C  -4.87  -1.70  2.76  -0.0001
C  -3.63  -1.24  2.34  0.0006
C  -1.42  1.94  2.72  -0.0009
C  -1.33  1.51  4.05  -0.0002
C  -1.04  2.43  5.05  0.0000
C  -0.84  3.77  4.73  -0.0001
C  -0.93  4.19  3.41  -0.0001
C  -1.20  3.28  2.41  -0.0001
P  -1.94  0.49  -1.13  0.0382
C  -1.99  1.35  -2.69  0.0022
C  -1.86  0.61  -3.87  0.0009
C  -2.02  1.24  -5.09  -0.0001
C  -2.29  2.60  -5.14  0.0027
C  -2.41  3.34  -3.98  0.0000
C  -2.26  2.72  -2.74  0.0022
C  -3.50  -0.44  -1.21  0.0136
C  -3.57  -1.80  -0.94  0.0049
C  -4.78  -2.48  -1.06  0.0003
C  -5.92  -1.80  -1.45  -0.0003
C  -5.86  -0.43  -1.72  0.0010
C  -4.65  0.24  -1.62  0.0021
H  -1.64  2.49  0.01  0.0002
H  -4.38  2.05  1.94  0.0000
H  -6.59  1.23  2.66  0.0000
H  -6.91  -1.17  3.18  0.0000
H  -5.02  -2.75  3.00  0.0000
H  -2.80  -1.94  2.25  0.0002
H  -1.51  0.48  4.31  0.0000
H  -0.98  2.10  6.08  0.0000
H  -0.64  4.48  5.51  0.0000
H  -0.79  5.24  3.17  0.0000
H  -1.26  3.64  1.39  0.0000
H  -1.66  -0.45  -3.82  0.0000
H  -1.93  0.66  -6.00  -0.0001
H  -2.42  3.09  -6.10  0.0001
H  -2.63  4.40  -4.02  0.0000
H  -2.39  3.30  -1.84  0.0001
H  -2.69  -2.36  -0.67  0.0032
H  -4.82  -3.55  -0.88  0.0000
H  -6.86  -2.32  -1.54  0.0000
H  -6.75  0.10  -2.04  0.0002
H  -4.61  1.29  -1.86  0.0000
N  3.30  3.58  6.41  -0.0005
C  2.90  2.76  5.39  0.0001
C  2.64  3.29  4.12  -0.0004
C  2.20  2.48  3.10  0.0015
C  2.04  1.12  3.34  0.0019
C  2.30  0.57  4.60  0.0015
C  2.72  1.39  5.61  -0.0001
S  1.55  0.05  2.11  0.0174
O  2.55  -0.95  1.87  0.0032
O  1.11  0.86  0.93  0.0581
N  0.12  -0.67  2.50  0.0534
C  0.02  -2.08  2.64  0.0103
N  0.40  -2.74  3.71  0.0026
C  0.16  -4.06  3.65  0.0021
C  -0.44  -4.68  2.55  0.0007
C  -0.80  -3.89  1.49  0.0051
N  -0.58  -2.57  1.57  0.0392
H  3.56  4.53  6.23  0.0000
H  3.61  3.18  7.28  0.0000
H  2.78  4.35  3.95  0.0000
H  2.00  2.90  2.12  0.0004
H  2.18  -0.50  4.77  0.0001
H  2.93  0.97  6.59  0.0000
H  0.47  -4.64  4.51  0.0000
H  -0.61  -5.75  2.53  0.0001
H  -1.25  -4.27  0.58  0.0000
F  -0.82  -3.59  -1.67  0.0010
B  0.17  -2.75  -2.14  0.0000
F  1.33  -3.43  -2.52  -0.0026
F  -0.25  -1.87  -3.13  0.0017
F  0.57  -1.88  -0.98  0.0213
C  4.62  -3.27  -4.12  -0.0001
C  4.37  -1.79  -4.39  -0.0054
C  3.96  -1.52  -5.84  -0.0002
Sb  2.92  -1.05  -3.02  -0.0392
C  2.75  1.04  -3.43  -0.0087
C  2.28  1.78  -2.18  -0.0011
C  1.83  1.28  -4.63  -0.0006
C  3.86  -1.17  -1.11  -0.0074
C  5.31  -0.73  -1.31  -0.0032
C  3.74  -2.54  -0.45  0.0000
H  5.39  -3.64  -4.80  0.0000
H  3.72  -3.87  -4.28  -0.0001
H  4.97  -3.46  -3.10  0.0000
H  5.24  -1.18  -4.11  -0.0010
H  2.99  -1.97  -6.08  -0.0002
H  4.70  -1.96  -6.51  0.0000
H  3.91  -0.45  -6.07  0.0000
H  3.78  1.30  -3.68  -0.0008
H  1.25  1.51  -1.93  -0.0005
H  2.31  2.86  -2.37  0.0003
H  2.90  1.59  -1.31  0.0001
H  0.81  0.93  -4.42  -0.0001
H  2.17  0.78  -5.53  -0.0001
H  1.77  2.35  -4.84  0.0000
H  3.31  -0.43  -0.53  -0.0002
H  5.88  -1.48  -1.87  0.0000
H  5.79  -0.63  -0.33  -0.0009
H  5.41  0.23  -1.82  -0.0002
H  4.28  -3.31  -1.00  0.0000
H  2.71  -2.87  -0.34  -0.0002
H  4.18  -2.48  0.55  0.0000

As for the total charge: +2. Its expectation value of S² is 0.967. The calculation puts the calculated total energy at -3942.82804 Ha. Its energy above the lowest of the compared OMol25 structures with the same formula, charge and spin is 241.9 kJ/mol. Its highest occupied orbital energy (alpha / beta) is -11.399 / -11.804 eV. The multiplicity is 2. The value obtained for the LUMO energy (alpha / beta) is -8.57 / -8.81 eV.

=====

# 4
Computed, not measured: C22H41N9OPdS2 as an isolated structure at a distorted geometry, with ωB97M-V/def2-TZVPD.

Last column: Löwdin charge in e.
Element x y z (Å)
Pd  0.60  0.15  -0.68  0.7564
O  3.12  0.08  -0.34  -0.1712
C  3.71  1.34  -0.06  -0.2221
C  3.91  2.17  -1.33  -0.1455
C  2.61  2.27  -2.14  -0.1389
C  1.59  3.10  -1.42  -0.2769
C  1.73  4.49  -1.36  0.0113
C  0.79  5.24  -0.68  -0.0147
C  -0.27  4.58  -0.08  -0.0280
C  -0.34  3.20  -0.18  -0.1490
N  0.58  2.48  -0.83  0.0360
H  3.71  -0.40  -0.95  0.1063
H  4.67  1.19  0.44  0.1355
H  3.02  1.83  0.63  0.1248
H  4.68  1.70  -1.96  0.1247
H  4.27  3.16  -1.05  0.1256
H  2.19  1.26  -2.31  0.0772
H  2.84  2.72  -3.11  0.1318
H  2.58  4.95  -1.85  0.1305
H  0.88  6.31  -0.62  0.1246
H  -1.03  5.12  0.46  0.1180
H  -1.15  2.66  0.28  0.0852
C  -1.97  -1.52  -1.97  -0.2223
N  -3.35  -1.72  -2.33  -0.0762
C  -3.76  -0.68  -3.27  -0.1437
N  -3.58  0.64  -2.67  -0.0757
C  -2.20  0.84  -2.32  -0.1586
N  -1.75  -0.19  -1.35  -0.0856
C  -2.64  -0.11  -0.16  -0.1777
N  -4.02  -0.31  -0.52  -0.0743
C  -4.19  -1.62  -1.14  -0.1455
C  -4.41  0.72  -1.48  -0.1451
H  -1.36  -1.59  -2.87  0.0996
H  -1.68  -2.28  -1.25  0.0617
H  -4.81  -0.83  -3.52  0.1409
H  -3.16  -0.76  -4.18  0.1379
H  -2.08  1.83  -1.87  0.1171
H  -1.57  0.78  -3.22  0.1397
H  -2.56  0.89  0.28  0.1124
H  -2.33  -0.87  0.56  0.1316
H  -5.23  -1.76  -1.42  0.1401
H  -3.91  -2.41  -0.43  0.1368
H  -4.31  1.71  -1.03  0.1372
H  -5.46  0.56  -1.76  0.1404
C  2.20  -1.49  1.93  -0.0754
N  1.69  -0.61  2.94  -0.1370
C  2.51  -0.53  4.14  -0.0346
C  0.63  0.19  2.72  -0.4252
N  0.13  0.35  1.52  0.0551
N  0.09  0.82  3.82  -0.1767
C  -0.33  0.06  4.98  -0.0425
C  -0.70  2.02  3.63  -0.0596
H  2.22  -2.51  2.31  0.0963
H  3.22  -1.20  1.66  0.0865
H  1.56  -1.43  1.04  -0.0006
H  3.56  -0.51  3.84  0.0973
H  2.36  -1.40  4.78  0.0983
H  2.29  0.38  4.70  0.0975
H  -0.74  0.89  1.56  0.0040
H  0.18  -0.89  5.03  0.0806
H  -1.41  -0.13  4.92  0.0997
H  -0.12  0.63  5.88  0.1025
H  -0.26  2.63  2.84  0.0817
H  -0.67  2.59  4.56  0.1017
H  -1.75  1.79  3.41  0.0960
S  1.29  -1.75  -2.18  0.7354
C  0.96  -3.28  -1.59  -1.0355
N  1.28  -4.38  -2.26  -0.0387
C  0.81  -5.65  -1.76  -0.1854
C  0.44  -5.45  -0.29  -0.3532
S  0.17  -3.65  -0.08  0.9874
H  1.71  -4.31  -3.17  0.1585
H  1.60  -6.40  -1.85  0.1380
H  -0.05  -5.99  -2.34  0.1371
H  1.24  -5.73  0.39  0.0888
H  -0.47  -5.97  -0.01  0.0902

As for the total charge: +2. The calculation puts the calculated total energy at -2354.65818 Ha. Its highest occupied orbital energy (alpha / beta) is -13.730 / -13.731 eV. The value obtained for the LUMO energy (alpha / beta) is -8.07 / -8.08 eV.